Record 1
12
Properties=species:S:1:pos:R:3 method="wB97M-V/def2-TZVPD" de_lowest_kj_mol=350.41 molar_mass_g_mol=107.5 total_charge=0 homo_lumo_gap_ev=9.402 homo_ev=-8.68 total_energy_ha=-707.9806 fmax_ha_per_bohr=0.0924
C -0.87 -2.10 1.00
C 0.27 1.83 -0.32
C 0.65 -0.52 -1.08
N -0.04 0.49 -0.66
O -1.78 -1.46 0.62
Cl 2.26 -0.04 -1.49
H -0.99 -2.81 1.81
H 1.04 1.79 0.50
H 0.66 2.36 -1.14
H -0.52 2.29 0.28
H 0.16 -2.09 0.70
H -0.83 0.26 -0.23


Record 2
21
Properties=species:S:1:pos:R:3 method="wB97M-V/def2-TZVPD" de_lowest_kj_mol=143.78 molar_mass_g_mol=143.2 smiles="CN1CC[N@+](C)(C=O)C1=O" total_charge=+1 homo_lumo_gap_ev=10.841 homo_ev=-14.65 total_energy_ha=-494.9635 fmax_ha_per_bohr=0.0175
C 0.09 -0.34 2.61
N -0.09 -0.05 1.21
C 0.62 1.05 0.58
C -0.05 1.17 -0.80
N -0.72 -0.12 -1.03
C 0.02 -1.05 -1.90
C -2.14 0.02 -1.49
O -2.68 1.06 -1.50
C -0.82 -0.80 0.42
O -1.47 -1.78 0.55
H 1.14 -0.55 2.82
H -0.23 0.52 3.21
H -0.51 -1.21 2.87
H 1.69 0.81 0.50
H 0.51 1.96 1.17
H -0.81 1.96 -0.79
H 0.66 1.39 -1.59
H 0.03 -0.68 -2.92
H 1.04 -1.15 -1.54
H -0.45 -2.03 -1.87
H -2.55 -0.95 -1.76


Record 3
13
Properties=species:S:1:pos:R:3 method="wB97M-V/def2-TZVPD" de_lowest_kj_mol=443.41 molar_mass_g_mol=94.1 smiles=C#CC(C#C)CO total_charge=0 homo_lumo_gap_ev=10.647 homo_ev=-9.92 total_energy_ha=-307.2945 fmax_ha_per_bohr=0.0336
C 0.89 0.44 -1.94
C 0.20 -0.09 -1.11
C -0.01 -0.36 0.27
C 1.12 0.24 0.92
C 2.15 0.70 1.31
C -1.36 0.24 0.65
O -2.36 -0.29 -0.18
H 1.17 0.85 -2.85
H 0.01 -1.44 0.42
H 2.98 1.11 1.81
H -1.30 1.34 0.60
H -1.59 -0.05 1.67
H -2.09 -0.11 -1.09


Record 4
20
Properties=species:S:1:pos:R:3 method="wB97M-V/def2-TZVPD" de_lowest_kj_mol=0.00 molar_mass_g_mol=189.1 total_charge=+1 homo_lumo_gap_ev="9.536 / 8.451" multiplicity=3 s_squared=2.03 homo_ev="-12.14 / -14.36" total_energy_ha=-2901.5928 fmax_ha_per_bohr=0.1211
C 0.70 2.21 -0.01
C -0.66 2.06 0.01
C 1.63 1.18 -0.24
C -1.15 0.28 -0.49
C 1.05 -0.07 -0.79
C -0.06 -0.76 1.50
C -0.56 -1.92 -0.55
N -0.12 -0.61 -0.02
Br -2.95 0.03 -0.08
H 0.85 3.27 0.32
H -1.51 2.78 0.05
H 2.64 1.22 -0.24
H 0.56 0.18 -1.82
H 1.92 -0.68 -1.00
H 0.17 0.25 1.83
H -1.06 -1.31 1.87
H 0.70 -1.38 1.67
H 0.05 -2.82 -0.13
H -1.53 -2.18 -0.32
H -0.68 -1.74 -1.56


Record 5
109
Properties=species:S:1:pos:R:3 method="wB97M-V/def2-TZVPD" molar_mass_g_mol=784.5 total_charge=-2 homo_lumo_gap_ev="4.831 / 4.836" homo_ev="-0.55 / -0.55" total_energy_ha=-2410.0506 fmax_ha_per_bohr=0.0186
Pd 0.31 -0.72 -0.13
C -0.35 -4.73 5.68
C -1.43 -3.63 5.56
C -1.66 -3.05 6.95
C -2.74 -4.28 5.10
C -0.97 -2.58 4.55
C -0.80 -2.95 3.21
C -0.34 -2.05 2.25
N -0.08 -2.30 0.93
C 0.03 -3.46 0.20
C 0.16 -4.76 0.71
C 0.31 -5.85 -0.15
C 0.28 -5.63 -1.52
C 0.18 -4.35 -2.08
C 0.10 -3.24 -1.21
O 0.05 -1.99 -1.66
C 0.10 -4.13 -3.59
C 0.15 -5.45 -4.37
C -1.22 -3.43 -3.94
C 1.27 -3.26 -4.08
C 0.47 -7.28 0.39
C -0.65 -8.18 -0.15
C 1.82 -7.85 -0.07
C 0.43 -7.34 1.91
C -0.12 -0.68 2.62
O 0.16 0.20 1.67
C -0.27 -0.31 3.97
C -0.69 -1.27 4.90
C 0.00 1.15 4.38
C -1.01 2.07 3.68
C 1.43 1.55 3.99
C -0.14 1.36 5.89
H -0.67 -5.52 6.36
H 0.58 -4.30 6.04
H -0.15 -5.18 4.70
H -2.01 -3.83 7.63
H -2.41 -2.26 6.93
H -0.74 -2.63 7.37
H -3.07 -5.03 5.82
H -2.63 -4.77 4.13
H -3.52 -3.52 5.00
H -1.03 -3.96 2.90
H 0.21 -4.89 1.77
H 0.37 -6.48 -2.18
H -0.68 -6.11 -4.09
H 1.09 -5.99 -4.20
H 0.07 -5.24 -5.44
H -2.07 -4.04 -3.62
H -1.29 -3.28 -5.02
H -1.27 -2.46 -3.45
H 2.23 -3.76 -3.89
H 1.27 -2.31 -3.56
H 1.19 -3.08 -5.15
H -0.62 -8.25 -1.24
H -1.63 -7.76 0.13
H -0.57 -9.19 0.26
H 1.92 -7.81 -1.16
H 1.93 -8.89 0.25
H 2.64 -7.27 0.35
H -0.52 -6.96 2.30
H 1.24 -6.75 2.36
H 0.55 -8.38 2.24
H -0.80 -0.97 5.94
H -0.94 1.96 2.60
H -0.81 3.12 3.94
H -2.03 1.82 3.99
H 1.58 1.42 2.92
H 2.15 0.93 4.52
H 1.61 2.60 4.25
H -1.16 1.17 6.23
H 0.10 2.40 6.12
H 0.54 0.72 6.45
C 3.93 2.81 -1.91
C 2.68 2.66 -2.79
C 1.56 3.53 -2.21
C 3.00 3.13 -4.20
Si 2.08 0.84 -2.64
O 1.76 0.49 -1.13
C 0.62 0.64 -3.84
C 0.77 0.59 -5.23
C -0.31 0.39 -6.08
C -1.59 0.23 -5.55
C -1.76 0.28 -4.17
C -0.67 0.49 -3.34
C 3.46 -0.33 -3.25
C 4.13 -0.32 -4.47
C 5.08 -1.28 -4.80
C 5.38 -2.29 -3.89
C 4.73 -2.33 -2.67
C 3.79 -1.36 -2.35
H 4.23 3.86 -1.84
H 4.77 2.24 -2.32
H 3.73 2.44 -0.90
H 1.88 4.58 -2.14
H 1.28 3.19 -1.21
H 0.67 3.49 -2.84
H 3.28 4.19 -4.20
H 2.14 3.02 -4.87
H 3.84 2.57 -4.64
H 1.76 0.68 -5.68
H -0.16 0.34 -7.15
H -2.43 0.05 -6.20
H -2.74 0.14 -3.74
H -0.82 0.50 -2.26
H 3.92 0.45 -5.20
H 5.58 -1.25 -5.76
H 6.11 -3.05 -4.15
H 4.94 -3.12 -1.96
H 3.26 -1.39 -1.40


Record 6
100
Properties=species:S:1:pos:R:3 method="wB97M-V/def2-TZVPD" molar_mass_g_mol=931.9 total_charge=+1 homo_lumo_gap_ev=5.723 homo_ev=-10.58 total_energy_ha=-6816.4636 fmax_ha_per_bohr=0.1198
C -2.95 -6.44 -2.75
N -1.53 -6.02 -2.98
C -1.28 -5.95 -4.45
C -1.23 -4.70 -2.31
O -0.40 -4.70 -1.34
C -1.89 -3.29 -2.82
C -3.35 -3.06 -2.21
C -3.54 -3.58 -0.71
C -4.90 -3.40 0.06
C -6.07 -2.66 -0.75
Br -7.76 -2.38 0.23
C -5.78 -2.19 -2.25
C -6.99 -1.44 -3.00
O -6.66 -0.11 -3.51
C -7.40 -0.03 -4.78
C -8.99 -0.18 -4.84
C -9.81 -0.15 -6.20
C -9.07 0.05 -7.61
C -7.51 0.25 -7.55
C -6.69 0.21 -6.18
N -4.48 -2.39 -2.92
C -4.20 -1.90 -4.33
C -3.60 -0.40 -4.17
C -1.99 -0.29 -4.30
C -1.53 1.26 -4.59
C -0.16 1.17 -5.46
N 0.39 2.56 -5.71
H -3.38 -6.10 -1.74
H -2.94 -7.61 -2.71
H -3.67 -6.18 -3.63
H -2.03 -5.29 -5.04
H -1.43 -7.03 -4.88
H -0.20 -5.66 -4.74
H -1.82 -3.32 -3.96
H -1.16 -2.47 -2.43
H -2.68 -4.08 -0.11
H -5.03 -3.78 1.14
H -7.24 -2.09 -3.94
H -7.96 -1.35 -2.40
H -9.62 -0.36 -3.88
H -10.95 -0.28 -6.22
H -9.66 0.04 -8.61
H -6.94 0.43 -8.54
H -5.56 0.37 -6.28
H -3.55 -2.62 -4.94
H -5.18 -1.78 -4.95
H -3.86 -0.03 -3.10
H -4.06 0.37 -4.89
H -1.51 -1.04 -5.03
H -1.56 -0.53 -3.24
H -1.38 1.82 -3.59
H -2.32 1.85 -5.18
H 0.58 0.51 -4.85
H -0.45 0.65 -6.47
H -0.38 3.25 -5.76
H 1.04 2.76 -4.93
C 0.93 -2.03 0.77
C 2.16 -2.37 -0.05
O 3.04 -1.26 0.12
S 2.82 -0.64 1.61
O 3.83 -1.17 2.48
O 2.57 0.77 1.49
O 1.42 -1.39 1.95
H 0.28 -1.32 0.24
H 0.35 -2.92 1.04
H 1.93 -2.51 -1.11
H 2.66 -3.26 0.34
C 4.58 0.20 7.35
C 5.74 -0.75 7.08
O 5.50 -1.26 5.77
S 4.74 -0.13 4.88
O 5.73 0.55 4.09
O 3.56 -0.71 4.32
O 4.32 0.85 6.11
H 3.68 -0.36 7.64
H 4.82 0.93 8.12
H 5.80 -1.55 7.81
H 6.69 -0.21 7.06
C 7.04 3.90 7.71
C 7.68 4.26 9.04
O 8.04 3.01 9.63
S 8.42 1.96 8.45
O 9.84 1.94 8.31
O 7.64 0.77 8.64
O 7.79 2.79 7.21
H 6.00 3.57 7.85
H 7.06 4.73 7.00
H 7.00 4.82 9.69
H 8.60 4.84 8.89
C 5.71 8.51 3.98
C 4.53 7.82 4.64
O 4.97 6.48 4.87
S 6.57 6.49 5.16
O 6.76 6.47 6.59
O 7.20 5.56 4.28
O 6.87 8.00 4.64
H 5.78 8.26 2.92
H 5.67 9.60 4.10
H 3.64 7.83 4.02
H 4.30 8.27 5.61


Record 7
110
Properties=species:S:1:pos:R:3 method="wB97M-V/def2-TZVPD" molar_mass_g_mol=889.6 total_charge=+1 homo_lumo_gap_ev=6.523 homo_ev=-10.78 total_energy_ha=-6411.9060 fmax_ha_per_bohr=0.1852
C -3.56 3.86 -2.19
C -2.71 4.21 -3.06
C -1.51 4.74 -3.93
C -0.53 5.61 -2.97
C 0.89 4.92 -3.29
C 2.20 5.85 -3.35
C 3.09 5.52 -2.03
C 2.53 6.25 -0.72
C 1.62 5.29 0.21
O 2.30 4.08 0.61
C 1.41 3.01 0.91
C -0.04 3.16 1.54
O 1.83 1.86 0.70
N 0.77 3.77 -4.26
C -0.51 3.67 -4.57
C -1.05 2.53 -5.55
Br 0.29 1.98 -6.90
C -1.57 1.32 -4.61
C -0.62 1.09 -3.33
H -4.35 3.84 -1.37
H -1.91 5.55 -4.65
H -0.93 5.34 -1.93
H -0.56 6.75 -3.04
H 1.07 4.35 -2.30
H 1.88 6.95 -3.32
H 2.75 5.60 -4.32
H 3.17 4.39 -1.96
H 4.15 5.91 -2.24
H 1.82 7.07 -1.08
H 3.40 6.71 -0.14
H 1.44 5.90 1.17
H 0.59 5.12 -0.24
H -0.77 2.66 0.80
H -0.09 2.58 2.53
H -0.37 4.22 1.74
H 1.54 3.17 -4.62
H -1.97 2.91 -6.12
H -1.62 0.32 -5.18
H -2.59 1.62 -4.19
H -0.78 0.07 -2.84
H -0.87 1.87 -2.52
H 0.50 1.20 -3.58
C -5.97 1.28 4.19
O -5.25 0.05 4.30
P -3.73 0.18 5.09
O -3.08 0.81 3.86
O -3.58 -1.45 5.07
C -3.85 -2.17 3.88
O -2.31 0.32 6.03
C -1.13 -0.30 5.57
H -6.98 1.06 3.85
H -6.02 1.77 5.16
H -5.49 1.94 3.47
H -3.65 -1.57 2.99
H -4.89 -2.49 3.88
H -3.21 -3.05 3.86
H -0.96 -0.12 4.50
H -1.17 -1.38 5.76
H -0.29 0.12 6.13
C 4.62 -0.33 0.10
O 5.84 0.21 -0.41
P 5.64 1.51 -1.51
O 5.23 0.53 -2.61
O 7.26 1.75 -1.52
C 8.14 0.64 -1.62
O 5.41 2.85 -2.55
C 6.14 2.90 -3.77
H 4.85 -1.01 0.91
H 3.98 0.48 0.48
H 4.09 -0.87 -0.69
H 7.69 -0.19 -2.18
H 8.42 0.30 -0.63
H 9.04 0.96 -2.15
H 6.12 1.94 -4.29
H 7.17 3.21 -3.58
H 5.67 3.65 -4.41
C -2.25 -6.06 -0.93
O -2.98 -5.02 -1.58
P -2.80 -3.48 -0.84
O -3.77 -3.90 0.27
O -3.62 -2.80 -2.09
C -4.80 -3.41 -2.58
O -2.60 -1.94 -0.13
C -3.74 -1.13 0.09
H -2.27 -6.95 -1.57
H -1.21 -5.76 -0.78
H -2.71 -6.30 0.03
H -5.33 -3.97 -1.80
H -4.55 -4.08 -3.41
H -5.47 -2.63 -2.95
H -4.56 -1.70 0.53
H -4.06 -0.67 -0.84
H -3.46 -0.34 0.79
C -1.69 -9.01 4.26
O -0.42 -8.41 4.54
P -0.32 -6.75 4.12
O -0.16 -7.11 2.64
O 1.15 -6.67 4.85
C 2.10 -7.70 4.63
O -0.24 -5.08 3.76
C 0.91 -4.60 3.07
H -1.71 -10.00 4.73
H -2.50 -8.41 4.66
H -1.81 -9.13 3.18
H 1.99 -8.16 3.65
H 2.00 -8.46 5.41
H 3.10 -7.26 4.70
H 1.19 -5.25 2.24
H 1.75 -4.51 3.77
H 0.68 -3.61 2.68


Record 8
13
Properties=species:S:1:pos:R:3 method="wB97M-V/def2-TZVPD" de_lowest_kj_mol=400.48 molar_mass_g_mol=130.2 total_charge=0 homo_lumo_gap_ev=8.329 homo_ev=-8.35 total_energy_ha=-990.3124 fmax_ha_per_bohr=0.1162
C 0.33 -0.72 -0.17
C -0.53 0.17 -0.96
C -0.42 -0.39 1.06
C -1.71 -1.00 0.51
C -1.79 -0.63 -0.72
H 2.65 -1.58 0.85
H 0.34 -1.75 -0.72
H -0.41 0.54 -1.90
H -0.05 -0.56 2.07
H -2.39 -1.56 1.13
H -2.49 -0.47 -1.49
S 2.08 -0.20 -0.14
S -0.39 1.50 0.25


Record 9
49
Properties=species:S:1:pos:R:3 method="wB97M-V/def2-TZVPD" de_lowest_kj_mol=46.72 molar_mass_g_mol=443.9 total_charge=0 homo_lumo_gap_ev=7.284 homo_ev=-7.30 total_energy_ha=-1158.8719 fmax_ha_per_bohr=0.0525
H -1.64 -1.41 2.74
N -0.97 -2.18 0.88
B -0.44 -3.63 -1.11
N -1.20 -3.37 0.21
C -2.08 -4.12 0.91
Sr -0.56 0.12 0.38
H -2.37 -5.10 0.53
C -2.43 -3.42 2.07
H -3.12 -3.73 2.83
C -1.70 -2.21 2.02
H -0.76 -4.67 -1.61
C 4.00 0.90 -0.37
H 3.89 1.99 -0.34
H 3.03 0.44 -0.56
H 4.67 0.66 -1.20
N 1.09 -3.60 -0.81
N -0.71 -2.44 -2.09
N 1.68 -2.47 -0.27
N -0.51 -1.11 -1.75
C 2.00 -4.57 -0.97
C -1.09 -2.53 -3.37
H 1.70 -5.52 -1.39
H -1.29 -3.51 -3.77
C 3.23 -4.10 -0.52
C -1.12 -1.25 -3.91
C 2.97 -2.77 -0.09
C -0.70 -0.38 -2.88
H 4.16 -4.63 -0.51
H -1.39 -1.00 -4.91
H 3.68 -2.08 0.33
H -0.49 0.69 -2.93
H 4.43 0.53 0.55
C -2.99 5.13 0.44
C -2.98 3.85 -0.15
C -1.93 2.97 0.06
C -0.86 3.30 0.95
C 0.24 2.47 1.27
C 1.25 2.84 2.11
C 1.21 4.16 2.69
C 0.16 5.01 2.43
C -0.90 4.62 1.58
C -1.96 5.51 1.29
H -3.79 5.83 0.24
H -3.79 3.56 -0.82
H -1.90 2.04 -0.54
H 2.09 2.20 2.37
H 2.01 4.47 3.37
H 0.12 6.01 2.86
H -1.92 6.49 1.75